Entry from OMol25: 12 unconnected molecules or ions with the total composition C15H54N6O12 (ωB97M-V/def2-TZVPD).

Values from the calculation:
**ΔE to the lowest compared entry with this formula, charge and spin**: 67.0 kJ/mol
**Total energy**: -1835.13274 Ha

Last columns: bonded neighbours and bond lengths (Å).
CARTESIAN COORDINATES (ANGSTROEM)
1 N -12.9150 16.0890 5.6570  C2 1.325, H5 1.062, H6 0.981
2 C -12.8530 14.7820 5.4470  N1 1.325, N3 1.249, O4 1.373
3 N -11.9780 14.4410 4.6230  C2 1.249, H7 1.068, H8 1.039
4 O -13.7020 13.8510 5.9920  C2 1.373
5 H -13.7920 16.4030 6.1680  N1 1.062
6 H -12.2440 16.7880 5.5060  N1 0.981
7 H -12.2300 13.6420 3.9600  N3 1.068
8 H -11.1730 15.0360 4.3430  N3 1.039
9 N -10.8720 12.2190 -0.3200  C10 1.316, H13 0.989, H14 1.082
10 C -10.7370 13.3470 0.3450  N9 1.316, N11 1.253, O12 1.320
11 N -10.6220 13.1910 1.5830  C10 1.253, H15 1.013, H16 1.038
12 O -10.5720 14.5410 -0.1930  C10 1.320
13 H -10.9440 12.3000 -1.3030  N9 0.989
14 H -10.9520 11.2210 0.0910  N9 1.082
15 H -10.3860 14.0010 2.1440  N11 1.013
16 H -10.9190 12.3730 2.1490  N11 1.038
17 N -11.1100 12.3260 7.2460  C18 1.306, H21 1.009, H22 0.958
18 C -10.1090 12.0390 6.4580  N17 1.306, N19 1.293, O20 1.337
19 N -10.1710 12.6540 5.3220  C18 1.293, H23 1.053, H24 1.079
20 O -9.2370 11.0450 6.6570  C18 1.337
21 H -11.2920 11.9520 8.1650  N17 1.009
22 H -11.7230 13.0320 7.0360  N17 0.958
23 H -9.4390 12.4460 4.5940  N19 1.053
24 H -10.8840 13.4340 5.1020  N19 1.079
25 C -15.1300 18.6840 5.1960  C26 1.499, H28 1.104, H29 1.107, H30 1.075
26 C -15.9540 18.2900 6.3850  C25 1.499, O27 1.412, H31 1.156, H32 1.058
27 O -15.4670 17.0550 6.8670  C26 1.412, H33 0.975
28 H -14.0330 18.6270 5.3050  C25 1.104
29 H -15.3550 19.7390 4.9470  C25 1.107
30 H -15.3350 17.9860 4.4040  C25 1.075
31 H -17.0600 18.2440 6.0520  C26 1.156
32 H -15.8460 19.0270 7.1360  C26 1.058
33 H -15.3520 17.2030 7.8240  O27 0.975
34 C -15.0190 13.4060 9.3390  C35 1.573, H37 1.087, H38 1.070, H39 1.086
35 C -16.0500 13.1060 10.4890  C34 1.573, O36 1.371, H40 1.052, H41 1.093
36 O -16.3150 11.7640 10.5860  C35 1.371, H42 0.961
37 H -14.0760 12.8660 9.3000  C34 1.087
38 H -14.9290 14.4690 9.2560  C34 1.070
39 H -15.3820 13.2200 8.3320  C34 1.086
40 H -16.9680 13.6020 10.3560  C35 1.052
41 H -15.6930 13.3420 11.4950  C35 1.093
42 H -17.0130 11.5430 11.2080  O36 0.961
43 C -6.1260 14.9530 5.6130  C44 1.517, H46 1.057, H47 1.068, H48 1.098
44 C -7.3150 14.1040 6.0230  C43 1.517, O45 1.389, H49 1.079, H50 1.072
45 O -8.4530 14.7840 5.6090  C44 1.389, H51 0.965
46 H -6.3890 15.9760 5.5780  C43 1.057
47 H -5.7290 14.5420 4.7110  C43 1.068
48 H -5.3090 14.9400 6.3460  C43 1.098
49 H -7.2560 14.1780 7.0980  C44 1.079
50 H -7.2750 13.0510 5.8250  C44 1.072
51 H -9.1720 14.1800 5.8310  O45 0.965
52 C -16.5100 13.3370 4.9120  O53 1.395, H54 1.115, H55 1.134, H56 1.111
53 O -15.7810 14.3440 4.2790  C52 1.395, H57 0.967
54 H -16.5540 13.3400 6.0260  C52 1.115
55 H -16.0310 12.3270 4.7220  C52 1.134
56 H -17.5790 13.3280 4.6100  C52 1.111
57 H -14.9530 14.2660 4.7720  O53 0.967
58 C -12.1510 15.0980 8.7350  O59 1.370, H60 1.073, H61 1.069, H62 1.090
59 O -11.1990 15.6680 7.9310  C58 1.370, H63 0.977
60 H -11.8890 14.0950 9.0100  C58 1.073
61 H -13.1040 15.0910 8.2500  C58 1.069
62 H -12.1690 15.6580 9.6700  C58 1.090
63 H -11.6730 15.9160 7.1130  O59 0.977
64 C -9.8810 16.5890 2.6520  O65 1.383, H66 1.060, H67 1.065, H68 1.104
65 O -9.5710 15.3280 3.1280  C64 1.383, H69 0.965
66 H -9.0760 17.1600 2.2640  C64 1.060
67 H -10.3500 17.2100 3.3790  C64 1.065
68 H -10.6650 16.4730 1.8840  C64 1.104
69 H -8.8820 15.4320 3.7950  O65 0.965
70 C -13.3080 15.8500 2.2330  O71 1.396, H72 1.055, H73 1.118, H74 1.114
71 O -13.1030 16.9790 3.0280  C70 1.396, H75 0.906
72 H -13.6370 15.9830 1.2400  C70 1.055
73 H -14.0650 15.1700 2.6960  C70 1.118
74 H -12.3800 15.2540 2.0740  C70 1.114
75 H -13.0440 16.6410 3.8670  O71 0.906
76 C -11.2600 18.9620 5.2360  O77 1.416, H78 1.074, H79 1.081, H80 1.074
77 O -10.7460 17.7510 5.7610  C76 1.416, H81 0.983
78 H -10.4420 19.5920 4.9390  C76 1.074
79 H -11.9350 19.3990 5.9590  C76 1.081
80 H -11.8740 18.8980 4.3570  C76 1.074
81 H -10.0700 17.8790 6.4630  O77 0.983
82 C -13.1510 11.3490 4.2740  O83 1.435, H84 1.104, H85 1.125, H86 1.070
83 O -12.9600 12.1300 3.0850  C82 1.435, H87 0.966
84 H -12.9170 10.2840 4.1000  C82 1.104
85 H -14.2240 11.4280 4.6020  C82 1.125
86 H -12.7460 11.5650 5.2410  C82 1.070
87 H -13.8030 12.2000 2.6180  O83 0.966